[1]
{"formula": "C74H160N8O19", "method": "ωB97M-V with the def2-TZVPD basis set", "species": ["O", "O", "O", "O", "O", "O", "O", "O", "O", "O", "O", "O", "O", "O", "O", "O", "O", "O", "O", "N", "N", "N", "N", "N", "N", "N", "N", "C", "C", "C", "C", "C", "C", "C", "C", "C", "C", "C", "C", "C", "C", "C", "C", "C", "C", "C", "C", "C", "C", "C", "C", "C", "C", "C", "C", "C", "C", "C", "C", "C", "C", "C", "C", "C", "C", "C", "C", "C", "C", "C", "C", "C", "C", "C", "C", "C", "C", "C", "C", "C", "C", "C", "C", "C", "C", "C", "C", "C", "C", "C", "C", "C", "C", "C", "C", "C", "C", "C", "C", "C", "C", "H", "H", "H", "H", "H", "H", "H", "H", "H", "H", "H", "H", "H", "H", "H", "H", "H", "H", "H", "H", "H", "H", "H", "H", "H", "H", "H", "H", "H", "H", "H", "H", "H", "H", "H", "H", "H", "H", "H", "H", "H", "H", "H", "H", "H", "H", "H", "H", "H", "H", "H", "H", "H", "H", "H", "H", "H", "H", "H", "H", "H", "H", "H", "H", "H", "H", "H", "H", "H", "H", "H", "H", "H", "H", "H", "H", "H", "H", "H", "H", "H", "H", "H", "H", "H", "H", "H", "H", "H", "H", "H", "H", "H", "H", "H", "H", "H", "H", "H", "H", "H", "H", "H", "H", "H", "H", "H", "H", "H", "H", "H", "H", "H", "H", "H", "H", "H", "H", "H", "H", "H", "H", "H", "H", "H", "H", "H", "H", "H", "H", "H", "H", "H", "H", "H", "H", "H", "H", "H", "H", "H", "H", "H", "H", "H", "H", "H", "H", "H", "H", "H", "H", "H", "H", "H", "H", "H", "H", "H", "H"], "positions_angstrom": [[3.392, -16.369, 9.942], [1.180, -19.911, 6.219], [-1.003, -26.112, 10.495], [-4.314, -21.687, 11.220], [2.444, -18.795, 4.973], [-4.335, -21.751, 13.463], [-6.106, -15.250, 8.543], [-2.353, -22.534, 5.874], [-7.314, -14.627, 10.264], [-6.126, -16.714, 5.567], [1.888, -17.653, 8.722], [-7.327, -18.125, 6.720], [2.128, -20.852, 4.539], [-1.056, -22.429, 4.055], [-0.433, -23.591, 5.793], [-3.621, -20.029, 12.336], [4.233, -17.610, 8.586], [-7.467, -16.579, 9.482], [-6.909, -18.639, 4.673], [-9.138, -21.414, 7.135], [0.905, -18.965, 0.934], [-0.261, -18.637, 14.632], [-4.107, -11.338, 9.868], [-3.073, -19.031, 7.898], [-3.127, -25.335, 8.635], [6.398, -22.009, 11.179], [-5.310, -23.961, 3.287], [-2.495, -26.217, 7.613], [-3.759, -24.324, 3.240], [8.739, -21.573, 12.175], [7.805, -21.370, 11.031], [1.948, -19.869, 5.222], [-6.607, -11.005, 10.555], [-3.902, -26.360, 9.595], [-5.596, -21.187, 2.316], [-3.711, -10.957, 11.305], [0.916, -17.906, 13.982], [9.860, -20.592, 12.135], [-9.479, -23.885, 6.107], [-7.761, -20.898, 9.740], [-6.956, -15.434, 9.414], [-2.825, -19.028, 6.379], [5.632, -21.632, 9.907], [0.113, -20.985, 9.103], [-7.622, -21.503, 7.275], [-2.205, -24.342, 9.413], [-1.208, -20.632, 8.350], [-3.870, -12.128, 12.302], [-9.795, -20.466, 8.176], [0.104, -18.722, 16.087], [-6.969, -27.424, 4.153], [-0.632, -16.579, 12.478], [3.119, -17.197, 9.093], [4.120, -21.882, 9.991], [-0.488, -17.518, -0.639], [-3.900, -10.044, 9.064], [-1.882, -17.828, 6.009], [1.031, -21.623, 0.965], [4.124, -21.810, 12.435], [-9.563, -20.920, 5.680], [-4.165, -24.433, 7.871], [1.012, -20.312, 0.092], [-9.270, -20.751, 9.586], [-7.262, -21.946, 8.757], [-6.744, -17.921, 5.653], [-6.106, -25.086, 4.004], [-2.316, -16.470, 6.468], [-3.092, -13.434, 11.876], [0.896, -17.758, 0.006], [-3.678, -17.645, 8.181], [-3.244, -13.765, 10.351], [-10.248, -25.148, 6.237], [5.638, -21.521, 12.453], [-0.233, -18.823, 2.012], [-0.602, -20.060, 14.123], [-5.477, -22.405, 1.299], [-1.803, -17.284, 13.139], [-1.723, -17.587, 0.205], [2.196, -18.772, 1.745], [-1.528, -17.747, 14.580], [-4.176, -19.993, 8.248], [1.182, -22.995, 0.359], [-1.783, -19.243, 8.734], [-5.029, -21.424, 3.686], [0.281, -22.326, 13.275], [-5.931, -26.465, 3.477], [6.628, -23.555, 11.309], [-9.850, -22.865, 7.274], [3.501, -21.243, 11.173], [-5.926, -23.731, 1.918], [-3.099, -12.490, 9.368], [0.606, -20.975, 13.927], [-8.032, -11.487, 10.208], [-1.586, -18.591, 1.308], [-5.565, -11.854, 9.769], [-4.130, -21.154, 12.293], [-2.718, -16.442, 7.930], [0.638, -17.447, 12.556], [-1.302, -22.864, 5.250], [-5.514, -22.772, 4.167], [-0.842, -24.872, 9.872], [-5.470, -20.664, 4.331], [-2.169, -11.921, 9.346], [6.102, -22.226, 9.123], [-9.852, -21.542, 10.058], [-4.712, -26.906, 9.110], [-6.595, -22.656, 4.245], [-2.732, -10.479, 11.330], [-0.225, -22.815, 4.340], [-9.127, -21.570, 4.921], [-4.192, -14.250, 10.118], [-2.365, -18.304, 15.001], [-5.737, -24.568, 1.245], [-0.757, -16.128, 11.494], [-9.560, -19.886, 10.183], [-7.904, -26.903, 4.358], [5.789, -20.443, 12.415], [-2.044, -23.521, 8.715], [-0.831, -17.869, 6.297], [-1.818, -16.518, 8.540], [-2.613, -16.569, 13.282], [3.091, -18.628, 1.140], [-3.417, -24.514, 4.257], [-1.353, -16.821, 15.128], [-4.434, -22.394, 0.985], [-0.002, -21.700, 1.304], [-2.571, -17.877, -0.415], [-0.115, -21.118, 10.161], [7.122, -23.828, 12.242], [-4.249, -10.096, 8.032], [1.789, -18.557, 14.019], [-10.910, -22.616, 7.320], [-10.647, -20.806, 5.687], [-5.021, -20.371, 1.878], [-3.409, -12.690, 8.343], [-2.013, -25.475, 6.977], [-5.791, -25.062, 5.047], [-1.651, -17.926, 4.948], [2.161, -17.977, 2.490], [-5.258, -22.968, 5.209], [0.938, -20.826, 6.058], [-11.278, -24.921, 5.963], [-0.467, -15.661, 13.043], [-7.435, -20.946, 10.779], [2.415, -21.295, 11.256], [-7.339, -19.895, 9.663], [9.570, -19.548, 12.026], [-3.232, -26.796, 7.055], [-3.991, -21.100, 14.080], [-5.117, -19.695, 7.788], [1.221, -16.860, 0.531], [0.327, -17.695, 16.378], [6.083, -21.872, 13.384], [-2.878, -24.099, 10.236], [-7.113, -28.236, 3.441], [3.923, -22.872, 12.576], [-2.132, -16.684, 0.658], [9.150, -22.582, 12.154], [-0.401, -24.250, 10.650], [-0.765, -18.987, 16.689], [-8.206, -12.429, 10.728], [-1.658, -26.774, 8.035], [1.990, -23.046, -0.370], [-3.145, -23.552, 2.774], [-6.429, -16.376, 6.413], [-5.039, -24.973, 7.508], [-5.805, -11.883, 8.706], [-3.949, -21.287, 3.725], [-2.452, -14.507, 10.242], [-6.633, -27.812, 5.115], [-1.914, -21.390, 8.687], [1.151, -17.064, 14.634], [0.186, -22.054, 12.223], [-9.844, -25.981, 5.662], [0.948, -19.348, 16.378], [-4.176, -20.021, 9.338], [-1.833, -19.538, 0.827], [-8.776, -10.742, 10.492], [-5.996, -26.455, 2.389], [-0.518, -16.494, -1.009], [-2.360, -19.978, 6.115], [-9.218, -19.899, 5.522], [-7.635, -22.947, 8.973], [1.110, -23.034, 13.271], [2.154, -18.168, 7.957], [-4.071, -20.964, 7.762], [-3.119, -16.154, 5.801], [-0.287, -19.816, 2.459], [10.438, -20.832, 11.242], [0.238, -23.367, -0.039], [-0.153, -24.704, 9.045], [-0.964, -18.590, 8.433], [0.799, -20.149, 8.968], [1.107, -21.100, 14.887], [1.314, -20.458, 13.281], [-7.158, -24.801, 3.998], [-8.407, -24.038, 5.985], [1.530, -16.976, 12.144], [-3.195, -27.039, 10.071], [-6.187, -21.922, 8.936], [-10.622, -25.485, 7.204], [-2.038, -19.108, 9.785], [-9.651, -23.281, 8.261], [-1.118, -20.002, 13.165], [-6.949, -16.810, 8.707], [-0.996, -20.812, 7.296], [-4.301, -10.111, 11.659], [-3.012, -15.404, 8.086], [-6.627, -20.951, 2.580], [-3.449, -11.892, 13.279], [-2.304, -18.542, 2.127], [-7.438, -22.262, 6.515], [0.023, -18.067, 2.754], [-4.921, -26.819, 3.686], [0.050, -20.309, -0.420], [-2.019, -13.319, 12.026], [-8.090, -11.818, 9.171], [-6.075, -22.052, 0.459], [-9.413, -19.462, 7.994], [-6.566, -9.982, 10.182], [-6.404, -11.154, 11.616], [-4.541, -23.893, 8.741], [-0.571, -18.204, -1.482], [-6.999, -23.661, 2.096], [-10.879, -20.582, 8.194], [1.469, -23.603, 1.217], [4.007, -22.966, 9.988], [3.711, -20.175, 11.119], [8.147, -21.776, 10.079], [10.561, -20.595, 12.970], [-7.076, -20.720, 6.751], [3.718, -21.401, 9.098], [-2.900, -9.628, 9.181], [-0.636, -22.834, 13.571], [7.198, -23.885, 10.440], [-4.924, -12.333, 12.489], [-9.666, -23.433, 5.133], [-3.334, -14.238, 12.571], [-1.346, -20.507, 14.782], [-1.483, -15.771, 6.390], [-0.214, -26.136, 11.040], [8.199, -21.657, 13.118], [1.627, -17.912, -0.789], [-3.879, -17.583, 9.250], [5.710, -24.139, 11.250], [-4.280, -25.713, 10.387], [-4.568, -9.329, 9.544], [-5.585, -12.868, 10.169], [0.644, -21.888, 8.802], [1.538, -21.520, 1.925], [-3.665, -23.728, 7.207], [5.839, -20.594, 9.648], [-2.268, -18.122, 12.619], [-4.650, -17.510, 7.708], [2.387, -19.719, 2.249], [7.562, -20.314, 10.909], [1.747, -20.238, -0.709], [3.740, -21.323, 13.332], [0.625, -18.330, 11.917], [-3.698, -25.212, 2.611], [-3.760, -19.128, 5.829]], "mulliken_charge": [-0.706, 0.491, -0.487, -0.579, -0.815, -0.594, -0.701, 0.655, -0.804, -0.530, -0.147, -0.522, -0.810, 0.093, -0.925, -0.751, -0.785, -0.567, -0.700, 0.016, 0.569, 0.463, 0.184, 1.150, 0.347, 0.113, 0.781, -0.905, -0.717, -0.214, -0.738, 0.381, -0.158, -0.869, -1.001, -0.876, -1.330, -1.454, 0.846, -0.447, 0.780, 0.383, -1.180, -2.168, 1.238, 0.635, 2.068, -0.820, -0.512, -1.086, -1.247, -0.491, 0.516, -0.334, -0.668, -1.068, -0.065, 0.242, -0.566, -0.637, -0.159, -0.582, -1.151, 0.444, 0.497, 0.060, -1.696, -0.818, -0.718, -0.760, 0.775, -1.452, -0.988, -0.217, 0.026, -0.940, 0.391, -1.018, -1.173, -0.951, -1.142, -1.503, -0.703, 0.777, -0.577, -0.495, -0.955, -1.119, 0.903, -0.480, -0.821, 0.009, -1.298, -0.755, -0.162, 0.653, 0.768, 0.218, -0.181, 0.184, -0.530, -0.536, 0.383, 0.434, 0.334, 0.358, 0.110, 0.577, 0.012, 0.236, -0.299, 0.472, 0.409, 0.194, 0.606, 0.250, 0.429, -0.612, -0.228, -0.061, 0.146, 0.343, 0.016, 0.303, 0.346, -0.128, 0.341, 0.368, 0.361, 0.324, 0.424, 0.558, 0.378, 0.360, 0.472, 0.291, -0.296, 0.198, 0.518, -0.438, -0.254, 0.386, 0.337, 0.700, -0.838, -0.182, 0.363, 0.393, 0.314, 0.506, 0.501, 0.502, 0.502, 0.406, 0.397, 0.350, 0.427, 0.323, 0.059, 0.391, 0.288, 0.249, 0.381, 0.392, 0.343, 0.129, 0.502, -0.039, 0.160, 0.327, -0.528, 0.534, -0.331, 0.244, 0.301, 0.295, 0.111, 0.403, 0.348, 0.372, -0.436, 0.099, 0.601, 0.447, 0.108, -0.243, 0.314, -0.020, 0.367, 0.316, 0.349, 0.357, 0.276, 0.287, -0.213, 0.323, -0.333, 0.577, 0.342, -0.701, 0.387, 0.464, 0.579, -0.259, 0.324, -1.192, 0.442, -0.165, 0.369, 0.587, 0.659, -0.976, 0.447, 0.364, 0.448, 0.507, 0.319, 0.515, 0.411, 0.258, 0.151, 0.443, 0.372, 0.400, 0.480, 0.395, 0.371, 0.204, 0.546, 0.379, -0.142, 0.356, 0.376, 0.460, 0.396, 0.181, 0.200, 0.137, 0.384, 0.694, 0.406, 0.358, 0.398, 0.665, 0.388, 0.366, 0.479, -0.154, 0.764, 0.165, -0.515, 0.505, -0.255, -0.059, 0.202, 0.413, 0.487, 0.197, -0.202, 0.430, 0.521], "molar_mass_g_mol": 1466.131, "total_charge": 2, "max_force_ev_per_a": 7.4, "homo_lumo_gap_ev": 4.5}

***

[2]
{"formula": "C3H3BrClNO", "method": "ωB97M-V with the def2-TZVPD basis set", "species": ["Br", "Cl", "O", "N", "C", "C", "C", "H", "H", "H"], "positions_angstrom": [[-2.602, 1.683, -0.693], [0.962, 1.102, 1.822], [-0.373, 0.059, -2.206], [-1.019, 0.745, -0.075], [-0.304, 0.144, -0.967], [0.351, -0.276, 1.210], [0.800, -0.624, -0.132], [-0.184, -0.956, 1.770], [1.755, -0.167, -0.334], [0.616, -1.710, -0.394]], "nbo_charge": [0.156, 0.187, -0.592, -0.624, 0.618, 0.087, -0.577, 0.223, 0.257, 0.264], "molar_mass_g_mol": 184.420, "total_charge": 0, "max_force_ev_per_a": 4.9, "homo_lumo_gap_ev": 7.4}

***

[3]
{"formula": "C6H13OP", "method": "ωB97M-V with the def2-TZVPD basis set", "species": ["P", "O", "C", "C", "C", "C", "C", "C", "H", "H", "H", "H", "H", "H", "H", "H", "H", "H", "H", "H", "H"], "positions_angstrom": [[1.081, 1.040, 1.092], [0.082, 2.185, 1.077], [0.369, 0.131, -1.807], [-0.673, -1.995, -0.627], [-0.227, -0.066, 0.751], [-0.540, -0.488, -0.704], [1.730, 0.830, 2.783], [-1.888, 0.209, -1.059], [-0.186, -2.569, 0.216], [2.189, -0.066, 3.076], [-0.356, -2.326, -1.558], [-2.021, 0.073, -2.055], [-2.670, -0.439, -0.512], [-1.824, -2.243, -0.548], [0.237, 1.325, -1.927], [0.051, -0.349, -2.650], [-2.104, 1.205, -0.779], [0.820, 1.062, 3.480], [1.377, -0.224, -1.681], [2.157, 1.215, 0.287], [2.397, 1.490, 3.145]], "nbo_charge": [1.570, -1.000, -0.624, -0.600, -0.156, -0.209, -1.000, -0.572, 0.237, 0.243, 0.212, 0.195, 0.199, 0.227, 0.234, 0.202, 0.237, 0.267, 0.198, -0.104, 0.245], "molar_mass_g_mol": 132.143, "total_charge": 0, "max_force_ev_per_a": 5.4, "homo_lumo_gap_ev": 8.1}

***

[4]
{"formula": "C5H14INO", "method": "ωB97M-V with the def2-TZVPD basis set", "species": ["I", "O", "N", "C", "C", "C", "C", "C", "H", "H", "H", "H", "H", "H", "H", "H", "H", "H", "H", "H", "H", "H"], "positions_angstrom": [[-1.691, -3.235, 2.116], [-1.905, 1.632, 0.266], [0.592, 0.049, -0.363], [0.048, 0.525, 0.989], [0.384, 0.922, -1.568], [2.048, -0.210, -0.173], [-0.061, -1.273, -0.624], [-1.480, 0.540, 1.057], [1.130, 1.706, -1.461], [2.484, 0.713, 0.206], [2.184, -0.977, 0.586], [2.487, -0.548, -1.107], [-2.850, 1.769, 0.400], [0.417, 1.541, 1.109], [-1.729, 0.720, 2.110], [0.518, -1.792, -1.390], [0.015, -1.845, 0.291], [0.432, -0.213, 1.688], [0.562, 0.386, -2.497], [-1.084, -1.184, -0.974], [-0.649, 1.253, -1.543], [-1.852, -0.478, 0.882]], "nbo_charge": [-0.945, -0.743, -0.206, -0.224, -0.413, -0.407, -0.446, -0.127, 0.212, 0.219, 0.240, 0.225, 0.490, 0.218, 0.202, 0.210, 0.277, 0.253, 0.224, 0.240, 0.263, 0.239], "molar_mass_g_mol": 231.077, "total_charge": 0, "max_force_ev_per_a": 1.6, "homo_lumo_gap_ev": 6.6}

***

[5]
{"formula": "C5H10NO", "method": "ωB97M-V with the def2-TZVPD basis set", "species": ["O", "N", "C", "C", "C", "C", "C", "H", "H", "H", "H", "H", "H", "H", "H", "H", "H"], "positions_angstrom": [[-3.148, 1.378, 0.035], [-0.828, 1.265, 0.624], [1.927, -1.721, 0.661], [-2.162, 0.540, 0.121], [0.741, -1.253, 0.274], [0.636, -0.229, -0.839], [0.365, 1.159, -0.254], [-0.195, -0.556, -1.457], [1.579, -0.247, -1.377], [0.390, 1.885, -1.083], [2.784, -1.048, 0.609], [2.163, -2.650, 1.170], [-2.307, -0.289, 0.872], [-0.168, -1.746, 0.599], [-1.198, 2.179, 0.371], [1.198, 1.375, 0.430], [-1.776, -0.042, -0.756]], "nbo_charge": [-0.913, -0.719, -0.462, 0.165, -0.118, -0.458, -0.216, 0.222, 0.193, 0.153, 0.172, 0.181, 0.045, 0.200, 0.361, 0.166, 0.030], "molar_mass_g_mol": 100.141, "total_charge": -1, "max_force_ev_per_a": 1.8, "homo_lumo_gap_ev": 6.3}

***

[6]
{"formula": "C9H14N4S", "method": "ωB97M-V with the def2-TZVPD basis set", "species": ["S", "N", "N", "N", "N", "C", "C", "C", "C", "C", "C", "C", "C", "C", "H", "H", "H", "H", "H", "H", "H", "H", "H", "H", "H", "H", "H", "H"], "positions_angstrom": [[-3.590, 1.564, -0.422], [3.483, 2.187, 0.169], [1.486, -1.983, -0.353], [0.769, -0.265, 0.981], [1.902, 0.953, -1.203], [1.074, 0.006, -1.409], [1.647, 0.687, 1.204], [-3.151, -0.814, 0.623], [-2.112, 0.715, -0.781], [-4.105, 0.268, 0.489], [0.606, -0.936, -0.336], [2.430, 1.179, 0.029], [-0.837, -1.407, -0.492], [-1.963, -0.517, -0.238], [-0.891, -2.393, 0.045], [2.010, 0.945, 2.208], [0.764, -0.125, -2.422], [1.306, -2.781, 0.302], [2.268, -1.641, -0.864], [-0.938, -1.733, -1.459], [4.243, 2.115, -0.490], [-5.087, 0.209, 1.107], [-1.430, 1.304, -1.356], [3.086, 3.071, -0.085], [0.009, -0.391, 1.623], [-3.801, -1.655, 0.345], [-2.848, -0.866, 1.628], [3.669, 2.303, 1.156]], "nbo_charge": [0.760, -0.659, -0.844, -0.546, -0.398, 0.040, 0.079, -0.559, -0.399, -0.159, 0.218, 0.069, -0.482, 0.087, 0.250, 0.233, 0.222, 0.423, 0.415, 0.277, 0.463, 0.311, 0.265, 0.436, 0.409, 0.326, 0.310, 0.455], "molar_mass_g_mol": 210.306, "total_charge": 2, "max_force_ev_per_a": 5.9, "homo_lumo_gap_ev": 6.5}